# C20H21N3O4

A single C20H21N3O4 molecule in a non-equilibrium geometry (ωB97M-V/def2-TZVPD, OMol25).

Positions of all 48 atoms, in Å:
N 0.338 -0.008 -3.893
C -0.259 -0.132 -2.605
C -1.460 -1.091 -2.931
C -2.766 -0.435 -3.602
C -3.920 -0.132 -2.950
C -4.918 0.377 -3.686
C -4.921 0.761 -5.028
O -5.794 1.314 -5.906
C -3.650 0.539 -5.671
C -2.654 -0.139 -4.998
C 0.613 -0.622 -1.434
O 1.558 -1.372 -1.466
N 0.073 -0.003 -0.252
C 0.755 -0.392 0.938
C 2.061 0.488 1.135
C 2.922 0.056 2.452
C 3.777 -0.968 2.474
N 4.034 -1.355 3.853
C 3.454 -0.376 4.635
C 3.589 -0.223 5.937
C 2.680 0.666 6.539
C 1.779 1.508 5.910
C 1.790 1.425 4.575
C 2.576 0.535 3.889
C -0.219 -0.365 2.078
O -1.132 0.376 2.204
O -0.238 -1.501 2.927
H 0.861 0.954 -4.045
H 1.028 -0.815 -4.010
H -0.585 1.049 -2.580
H -1.033 -1.761 -3.717
H -1.822 -1.802 -2.087
H -4.153 -0.707 -2.016
H -5.935 0.403 -3.203
H -5.474 1.787 -6.807
H -3.559 0.935 -6.785
H -1.711 -0.397 -5.550
H -0.584 0.879 -0.203
H 1.217 -1.447 0.827
H 1.629 1.582 1.328
H 2.589 0.676 0.180
H 4.314 -1.504 1.689
H 4.774 -1.913 4.109
H 4.219 -0.885 6.582
H 2.815 0.927 7.634
H 1.376 2.597 6.241
H 1.211 1.938 3.832
H -1.246 -1.429 3.459

Forces on the atoms, in the same order (eV/Å):
N 4.11 0.71 -1.83
C -1.91 2.58 -1.23
C -2.06 -1.24 0.45
C 3.89 -0.54 -1.04
C 1.06 -2.66 1.09
C -6.48 1.79 -0.80
C 5.17 0.07 -2.51
O -2.11 1.71 -1.19
C -0.65 0.36 -0.87
C 1.14 0.28 0.01
C -2.28 2.77 0.84
O -0.57 0.19 -0.04
N -0.01 0.16 -1.04
C 3.14 -1.14 0.46
C -0.77 2.58 2.64
C -3.37 2.28 -1.41
C 0.99 -1.23 2.15
N -2.13 3.04 -3.04
C -1.04 0.03 -3.02
C -0.89 -0.15 4.34
C 1.17 1.37 3.48
C 0.08 3.12 1.03
C -0.40 -0.61 -4.58
C 3.48 -4.35 -1.38
C -0.86 -3.38 1.85
O -0.78 2.18 -0.45
O -3.05 1.29 0.75
H -1.07 -2.89 0.59
H -0.92 1.60 -0.14
H 0.12 -2.97 1.49
H -0.37 0.31 0.71
H 0.75 1.43 -0.99
H 0.30 1.34 -0.50
H 1.01 0.20 -0.32
H -0.19 -2.09 3.69
H 0.10 -1.20 2.39
H -1.01 0.33 0.84
H 1.87 -2.69 -0.50
H -1.34 1.46 0.07
H 0.92 -2.00 -0.05
H 0.01 -0.96 0.57
H -0.63 0.22 0.16
H 1.81 -1.17 0.74
H -0.49 0.79 -0.68
H -0.07 -0.84 -1.21
H 0.59 -3.27 0.29
H -0.76 1.18 0.48
H 4.49 0.00 -2.28

Summary:
E_tot   -33736.0157 eV
Gap between HOMO and LUMO   8.9 eV
HOMO energy   -8.3 eV
Structure (SMILES)   N[C@@H](Cc1ccc(O)cc1)C(=O)N[C@@H](Cc1c[nH]c2ccccc12)C(=O)O


# C4H5NO

A single C4H5NO molecule (ωB97M-V/def2-TZVPD, OMol25).

Positions of all 11 atoms, in Å:
N -1.019 1.445 -1.655
C -0.557 0.621 -0.828
C -1.005 -0.443 -0.032
C 0.042 -0.926 0.802
C 1.237 -0.219 0.442
O 0.993 0.719 -0.398
H -0.352 2.046 -2.119
H -2.028 -0.789 -0.029
H 0.075 -1.907 1.271
H 2.242 -0.383 0.830
H 0.373 -0.165 1.716

Forces on the atoms, in the same order (eV/Å):
N 0.22 -0.27 0.28
C 0.08 0.05 -0.01
C -0.05 0.12 0.03
C 0.12 -0.19 -0.03
C -0.04 -0.05 -0.10
O -0.24 -0.05 -0.07
H 0.05 -0.03 0.06
H 0.22 0.08 -0.02
H 0.04 0.22 -0.05
H -0.24 0.11 -0.13
H -0.15 0.01 0.04

Summary:
E_tot   -7763.1187 eV
Gap between HOMO and LUMO   7.9 eV
HOMO energy   -7.3 eV